{
  "formula": "C24H60N4",
  "method": "ωB97M-V/def2-TZVPD",
  "smiles": "CCN(CC)CC.CCN(CC)CC.CCN(CC)CC.CCN(CC)CC",
  "mol_weight_g_mol": 404.77,
  "total_energy_ev": -31820.365,
  "homo_ha": -0.3036,
  "e_lumo_ev": 0.88,
  "relative_energy_kcal_mol": 4.9,
  "charge": 0,
  "symbols": ["C", "C", "N", "C", "C", "C", "C", "H", "H", "H", "H", "H", "H", "H", "H", "H", "H", "H", "H", "H", "H", "H", "C", "C", "N", "C", "C", "C", "C", "H", "H", "H", "H", "H", "H", "H", "H", "H", "H", "H", "H", "H", "H", "H", "C", "C", "N", "C", "C", "C", "C", "H", "H", "H", "H", "H", "H", "H", "H", "H", "H", "H", "H", "H", "H", "H", "C", "C", "N", "C", "C", "C", "C", "H", "H", "H", "H", "H", "H", "H", "H", "H", "H", "H", "H", "H", "H", "H"],
  "xyz": [[-3.47951, -13.25790, -11.03226], [-3.00008, -14.18456, -12.15997], [-1.56288, -14.06404, -12.36184], [-0.97452, -15.24367, -12.95892], [-1.39842, -15.61478, -14.37109], [-1.22609, -12.85370, -13.08959], [0.18042, -12.37660, -12.77975], [-4.29198, -13.69192, -10.45591], [-3.76325, -12.27187, -11.40366], [-2.62850, -13.09547, -10.36587], [-3.20788, -15.21062, -11.85722], [-3.53932, -13.95322, -13.08984], [0.11308, -15.16683, -12.86758], [-1.19433, -16.10683, -12.31772], [-2.47920, -15.49340, -14.49815], [-0.97016, -15.00469, -15.16860], [-1.19050, -16.66661, -14.57114], [-1.90788, -12.07521, -12.72529], [-1.42832, -12.92299, -14.17059], [0.97944, -13.08325, -13.01300], [0.22089, -12.24146, -11.69505], [0.40568, -11.42097, -13.25297], [3.25298, -18.16985, -13.61001], [2.40626, -17.04193, -14.13873], [3.16926, -15.96882, -14.80737], [2.23670, -15.04726, -15.46118], [1.61091, -15.60923, -16.71446], [3.94839, -15.22899, -13.81101], [5.11077, -14.44977, -14.41899], [4.03781, -18.53178, -14.27378], [2.65599, -19.02449, -13.28506], [3.78068, -17.91259, -12.67933], [1.71339, -17.44022, -14.88025], [1.77958, -16.61728, -13.33302], [1.55993, -14.60129, -14.70925], [2.84674, -14.19631, -15.78977], [2.41031, -15.85103, -17.41355], [1.02117, -16.51703, -16.56493], [0.90495, -14.91920, -17.17984], [4.28698, -15.90132, -13.02444], [3.27537, -14.50932, -13.30116], [5.22708, -13.45957, -13.97257], [4.97016, -14.28576, -15.48945], [6.08132, -14.94236, -14.32907], [-2.14977, -18.99594, -12.60227], [-1.91333, -19.85295, -11.36023], [-0.86889, -20.83194, -11.52316], [-0.83802, -21.77121, -10.39416], [0.00785, -22.99212, -10.67093], [0.42010, -20.24328, -11.83601], [0.92071, -19.12077, -10.88763], [-1.26594, -18.40657, -12.85493], [-2.99122, -18.32831, -12.43272], [-2.33117, -19.65040, -13.45658], [-1.75382, -19.20728, -10.47378], [-2.84890, -20.37825, -11.13711], [-0.51704, -21.27135, -9.46728], [-1.87075, -22.10933, -10.30033], [-0.37226, -23.51466, -11.54561], [1.06986, -22.77729, -10.79729], [-0.02080, -23.65053, -9.79685], [0.36679, -19.77802, -12.82444], [1.17528, -21.02198, -11.89102], [1.99235, -19.00460, -11.07528], [0.84237, -19.37668, -9.83015], [0.46209, -18.15751, -11.10427], [1.55744, -6.25794, -12.37677], [0.28628, -6.29279, -11.56222], [-0.70790, -7.23888, -12.05034], [-0.26641, -8.61928, -12.08446], [0.02770, -9.26343, -10.72981], [-1.96880, -7.03426, -11.34482], [-3.08986, -7.97864, -11.72075], [2.26751, -5.58618, -11.88676], [1.38167, -5.92106, -13.39583], [2.05319, -7.22870, -12.37290], [0.55943, -6.50526, -10.50894], [-0.18013, -5.30586, -11.54538], [0.60923, -8.70010, -12.73041], [-1.04656, -9.18165, -12.59967], [0.64718, -10.15239, -10.83688], [-0.91322, -9.58218, -10.27174], [0.53181, -8.60167, -10.02569], [-1.82170, -7.14018, -10.24974], [-2.27763, -6.00261, -11.51691], [-3.36786, -7.91927, -12.77593], [-2.84717, -9.02619, -11.53159], [-3.96246, -7.74442, -11.10983]],
  "atomic_forces_ev_per_a": [[0.5703, 0.2195, -0.1669], [-0.0735, 0.2596, 0.3283], [-0.0412, -0.0696, -0.2168], [0.4611, -0.7043, 0.4278], [-0.5207, 0.1445, -0.4588], [-0.2163, 0.5417, 0.1694], [0.1513, -0.0234, 0.5146], [-0.1619, 0.0544, -0.0839], [-0.2128, -0.0690, 0.0326], [-0.1230, -0.1015, 0.1246], [-0.0196, -0.1034, -0.2094], [-0.1996, -0.2402, 0.0460], [-0.0064, 0.1698, -0.2803], [-0.2260, 0.1943, 0.0794], [-0.0152, -0.1105, 0.1762], [0.3063, -0.0496, 0.1398], [0.1874, 0.0503, -0.0698], [0.0916, -0.0299, -0.0946], [0.1240, -0.1581, 0.0066], [-0.1638, -0.0478, -0.2676], [0.1105, 0.1015, -0.0777], [-0.0163, -0.0215, -0.1012], [0.6787, -0.4389, 1.1757], [-0.0882, 0.2811, -0.5653], [-0.2886, -0.5159, 0.5869], [0.9155, 0.6332, 0.0004], [-0.5411, -0.4002, -0.0906], [-0.2614, 0.5035, 0.0301], [0.4081, 0.2448, -0.2517], [-0.2490, 0.1452, -0.3870], [-0.2168, 0.0237, -0.3865], [-0.0677, 0.2539, -0.2139], [-0.0089, -0.0491, 0.0336], [0.0874, -0.0806, 0.0349], [-0.3665, -0.3578, -0.2444], [-0.0861, -0.0103, 0.0626], [-0.0691, 0.0312, -0.1152], [0.1455, -0.0222, 0.1781], [0.2361, 0.2474, 0.0124], [0.1249, -0.0655, -0.1747], [0.0572, -0.1224, 0.0006], [-0.0756, -0.0774, 0.0987], [-0.1557, -0.0515, 0.0480], [-0.1621, -0.2097, 0.1007], [0.4767, -0.3544, 0.1318], [-0.6066, 0.3937, 0.1906], [0.2111, -0.4702, 0.0182], [-0.0534, 0.3926, -0.6551], [0.3128, -0.2207, 0.4787], [0.1064, 0.9114, 0.2323], [0.5785, -0.5452, -0.2564], [-0.1108, 0.1553, 0.0927], [-0.0519, 0.0562, -0.1328], [-0.2118, 0.0699, -0.0039], [0.1352, 0.0366, -0.1561], [0.1172, -0.1134, -0.0760], [-0.1366, -0.0820, 0.0883], [-0.0171, 0.0668, 0.3943], [0.0987, -0.0943, -0.0399], [-0.0664, 0.1299, -0.1978], [-0.2069, -0.0894, -0.1617], [-0.0044, -0.2949, -0.0976], [-0.0598, -0.1159, -0.0359], [-0.0652, 0.1220, 0.0218], [-0.2631, 0.0842, -0.0077], [-0.2051, -0.0091, 0.2010], [0.3569, 0.0747, 0.2977], [-0.0883, -0.2388, 0.3634], [-0.2236, 0.4499, -0.2448], [0.1867, -0.1649, -0.1160], [-0.3487, -0.2451, 0.1587], [0.2746, -0.2747, 0.4778], [-0.2086, -0.2286, -0.2627], [-0.0818, 0.1378, -0.1645], [0.0266, -0.0874, -0.0768], [-0.0535, -0.0341, -0.2101], [-0.0934, 0.0406, -0.0904], [-0.0060, 0.0171, -0.0986], [-0.0051, 0.1537, 0.0158], [0.0883, -0.1311, 0.0244], [0.0080, -0.0093, -0.0735], [0.1092, 0.0229, 0.1620], [0.0217, 0.0934, -0.0980], [0.0320, 0.1335, -0.1012], [-0.0298, 0.0314, -0.0257], [0.0327, 0.1717, 0.0387], [0.0565, 0.0609, 0.1428], [-0.0546, 0.0277, -0.0988]]
}